No. 1
{"formula": "C9H8CrN2O4Se", "method": "ωB97M-V/def2-TZVPD", "homo_lumo_gap_ha": [0.3283, 0.2142], "s2": 6.06, "multiplicity": 5, "total_energy_ev": -114381.39680, "total_charge": 2, "symbols": ["Cr", "O", "C", "C", "O", "C", "O", "C", "O", "C", "N", "C", "C", "N", "C", "C", "Se", "H", "H", "H", "H", "H", "H", "H", "H"], "coordinates": [[0.116, -2.035, -1.104], [2.727, -2.480, 0.323], [1.717, -2.189, -0.199], [-1.246, -2.532, 0.047], [-2.190, -2.869, 0.643], [0.385, -1.976, -2.946], [0.342, -1.947, -4.119], [0.220, -3.848, -1.408], [0.328, -4.993, -1.609], [2.047, 1.201, -0.440], [0.894, 1.515, 0.367], [0.901, 2.329, 1.491], [-0.383, 2.406, 1.933], [-1.151, 1.640, 1.063], [-2.574, 1.431, 1.135], [-0.368, 1.093, 0.097], [-0.977, 0.056, -1.375], [1.857, 1.479, -1.483], [2.270, 0.129, -0.398], [2.880, 1.771, -0.030], [1.811, 2.778, 1.837], [-0.834, 2.928, 2.752], [-2.841, 0.996, 2.102], [-3.103, 2.379, 0.996], [-2.829, 0.738, 0.325]], "forces_ev_per_angstrom": [[-1.2, 2.6, -0.4], [-4.9, 1.4, -2.5], [8.5, -1.4, 4.7], [-6.7, -1.8, 4.2], [4.1, 1.4, -2.3], [-0.1, 0.7, -9.0], [0.5, -0.2, 5.9], [0.6, -8.7, -1.6], [-0.5, 5.3, 1.0], [0.5, 0.0, -0.4], [-1.0, -0.1, 0.1], [-0.6, -0.5, -0.6], [-0.1, -0.6, -0.9], [1.0, -0.2, -0.5], [-0.8, -0.1, 0.1], [0.6, 1.1, 1.5], [-0.2, 0.7, 0.3], [0.2, 0.1, 0.2], [0.1, 0.4, 0.1], [0.1, -0.2, -0.3], [0.1, 0.1, 0.1], [0.0, 0.1, 0.2], [0.0, 0.1, -0.2], [0.1, -0.2, 0.0], [-0.3, 0.2, 0.4]]}


No. 2
{"formula": "C27H30N4O5", "method": "ωB97M-V/def2-TZVPD", "homo_lumo_gap_ha": 0.3300, "smiles": "COc1ccc(CNC(=O)CN(Cc2ccc(OC)cc2)C(=O)CCC(=O)Nc2ccccn2)cc1", "total_energy_ev": -44685.49073, "total_charge": 0, "symbols": ["C", "O", "C", "C", "C", "C", "C", "N", "C", "O", "C", "N", "C", "C", "C", "C", "C", "O", "C", "C", "C", "C", "O", "C", "C", "C", "O", "N", "C", "C", "C", "C", "C", "N", "C", "C", "H", "H", "H", "H", "H", "H", "H", "H", "H", "H", "H", "H", "H", "H", "H", "H", "H", "H", "H", "H", "H", "H", "H", "H", "H", "H", "H", "H", "H", "H"], "coordinates": [[-5.789, -1.955, 2.533], [-4.548, -1.298, 2.471], [-3.752, -1.512, 1.386], [-4.091, -2.294, 0.288], [-3.202, -2.426, -0.764], [-1.961, -1.808, -0.747], [-1.016, -1.988, -1.909], [-0.019, -0.946, -1.968], [1.294, -1.202, -1.893], [1.776, -2.317, -1.932], [2.157, 0.056, -1.684], [1.986, 0.504, -0.318], [2.522, -0.434, 0.672], [4.025, -0.428, 0.640], [4.731, 0.619, 1.213], [6.114, 0.663, 1.162], [6.815, -0.354, 0.524], [8.172, -0.417, 0.412], [8.943, 0.607, 0.990], [6.108, -1.406, -0.060], [4.731, -1.440, -0.004], [1.375, 1.621, 0.131], [1.209, 1.819, 1.325], [0.910, 2.681, -0.864], [-0.450, 3.212, -0.409], [-1.550, 2.257, -0.832], [-1.440, 1.531, -1.804], [-2.659, 2.314, -0.055], [-3.862, 1.624, -0.189], [-4.177, 0.805, -1.271], [-5.423, 0.208, -1.281], [-6.301, 0.440, -0.233], [-5.884, 1.272, 0.794], [-4.701, 1.855, 0.814], [-1.624, -1.040, 0.362], [-2.507, -0.885, 1.409], [-6.234, -1.655, 3.480], [-6.447, -1.651, 1.712], [-5.669, -3.044, 2.518], [-5.043, -2.799, 0.236], [-3.482, -3.031, -1.615], [-1.587, -2.008, -2.845], [-0.476, -2.937, -1.818], [-0.375, 0.003, -1.950], [3.206, -0.217, -1.835], [1.885, 0.826, -2.402], [2.142, -1.435, 0.455], [2.156, -0.107, 1.647], [4.191, 1.411, 1.710], [6.629, 1.491, 1.624], [8.792, 0.663, 2.073], [8.720, 1.581, 0.542], [9.980, 0.347, 0.786], [6.666, -2.186, -0.554], [4.194, -2.256, -0.464], [0.821, 2.319, -1.885], [1.651, 3.482, -0.837], [-0.441, 3.335, 0.675], [-0.657, 4.180, -0.873], [-2.640, 2.888, 0.778], [-3.469, 0.649, -2.065], [-5.707, -0.432, -2.104], [-7.284, -0.005, -0.219], [-6.522, 1.492, 1.639], [-0.659, -0.558, 0.417], [-2.250, -0.284, 2.266]], "forces_ev_per_angstrom": [[-0.2, -0.1, 0.0], [0.3, 0.2, 0.0], [0.2, 0.0, -0.1], [-0.2, -0.1, 0.3], [0.3, 0.1, 0.0], [-0.1, 0.0, -0.1], [0.1, -0.3, -0.1], [-0.5, 0.0, -0.1], [0.2, 0.5, -0.2], [0.3, -0.3, 0.0], [0.0, -0.2, -0.2], [0.1, -0.2, 0.0], [0.0, 0.0, 0.3], [-0.1, 0.0, 0.0], [-0.1, -0.2, -0.1], [0.3, 0.1, 0.0], [-0.1, -0.1, -0.1], [-0.2, -0.2, -0.1], [0.1, 0.2, 0.1], [0.3, 0.1, 0.0], [0.1, 0.1, 0.1], [-0.1, 0.2, -0.3], [-0.1, 0.2, 0.3], [-0.2, 0.0, 0.2], [0.3, -0.1, -0.2], [0.0, 0.4, 0.4], [0.0, -0.2, -0.3], [0.2, 0.2, 0.2], [-0.5, -0.3, -0.2], [0.0, 0.0, -0.1], [0.0, 0.2, 0.2], [0.0, 0.0, -0.1], [-0.2, -0.1, -0.1], [0.4, 0.3, 0.1], [-0.1, -0.1, 0.0], [-0.2, -0.1, 0.1], [0.0, -0.1, -0.1], [0.0, 0.0, 0.0], [0.0, 0.0, 0.0], [-0.1, 0.0, 0.0], [0.0, -0.1, -0.1], [0.0, -0.1, 0.1], [-0.1, 0.1, -0.1], [0.2, 0.0, 0.0], [-0.2, 0.0, -0.1], [0.0, 0.0, 0.1], [0.0, 0.0, 0.0], [0.0, -0.1, -0.2], [-0.1, 0.1, 0.1], [0.1, 0.1, 0.0], [0.0, 0.0, 0.0], [0.0, 0.0, 0.0], [-0.1, 0.1, 0.0], [0.1, -0.1, -0.1], [-0.1, -0.1, -0.1], [0.1, 0.1, 0.0], [0.0, 0.0, 0.0], [0.0, 0.1, -0.1], [0.0, 0.0, 0.0], [0.1, -0.1, -0.1], [0.0, 0.0, 0.0], [0.0, -0.1, -0.1], [-0.1, 0.0, 0.0], [-0.1, 0.0, 0.0], [0.1, 0.1, 0.0], [0.0, 0.1, 0.1]]}


No. 3
{"formula": "C7H8N2", "method": "ωB97M-V/def2-TZVPD", "homo_lumo_gap_ha": 0.3776, "smiles": "C#CC1=N[C@@H](C)[C@@H]2CN12", "total_energy_ev": -10365.40164, "total_charge": 0, "symbols": ["C", "C", "C", "N", "C", "C", "C", "C", "N", "H", "H", "H", "H", "H", "H", "H", "H"], "coordinates": [[-3.668, -0.557, -0.142], [-2.484, -0.376, -0.094], [-1.060, -0.119, 0.066], [-0.281, -0.878, 0.750], [1.056, -0.374, 0.492], [1.795, -1.383, -0.417], [0.880, 0.923, -0.259], [0.036, 1.942, 0.358], [-0.522, 1.010, -0.645], [-4.736, -0.727, -0.094], [1.588, -0.310, 1.488], [1.399, -1.439, -1.444], [1.708, -2.425, -0.005], [2.920, -1.163, -0.432], [1.605, 1.147, -1.004], [-0.320, 1.738, 1.383], [0.084, 2.992, -0.002]], "forces_ev_per_angstrom": [[-0.5, -0.1, 0.2], [0.4, 0.2, 0.4], [-0.8, -0.8, -0.1], [-1.0, 0.8, -0.9], [1.4, -0.9, 0.5], [1.4, -1.0, 0.7], [0.3, -0.2, 0.8], [-0.4, 1.1, 0.2], [-0.4, -0.6, 0.0], [0.7, 0.1, -0.2], [-0.4, 0.2, -1.1], [0.1, 0.4, 0.4], [0.0, 1.0, -0.2], [-1.6, -0.1, -0.2], [0.4, 0.4, -0.5], [0.4, 0.5, -0.5], [-0.1, -0.9, 0.5]]}


No. 4
{"formula": "CH5BrN", "method": "ωB97M-V/def2-TZVPD", "homo_lumo_gap_ha": 0.2799, "total_energy_ev": -72640.40399, "total_charge": 1, "symbols": ["C", "N", "Br", "H", "H", "H", "H", "H"], "coordinates": [[-1.162, 0.899, -0.338], [1.082, -0.662, 0.082], [-2.568, -0.053, 0.168], [-0.870, 1.792, 0.111], [-0.510, 0.445, -0.942], [0.736, -0.798, 1.075], [1.272, -1.512, -0.276], [2.019, -0.110, 0.121]], "forces_ev_per_angstrom": [[-2.2, -1.0, 2.1], [0.4, 5.0, 3.4], [0.3, 0.7, -0.1], [-0.1, 1.7, 0.8], [2.2, -1.5, -3.0], [1.0, 0.1, -1.5], [0.7, -3.7, -1.6], [-2.3, -1.3, 0.1]]}